Arrangement P

21
Properties=species:S:1:pos:R:3 method="wB97M-V/def2-TZVPD" orbital_gap_ha=0.3780 smiles=O.O.O.O.O.O.O total_charge=0 lumo_ev=-0.54 e_homo_ev=-10.830 multiplicity=1
O 21.612 -8.036 2.928
H 21.685 -8.983 2.773
H 22.246 -7.635 2.320
O 22.468 -5.356 4.165
H 21.925 -6.129 4.362
H 21.836 -4.631 4.107
O 19.691 -8.135 4.848
H 19.560 -9.055 5.104
H 20.409 -8.146 4.178
O 18.856 -5.499 4.390
H 19.106 -6.441 4.443
H 18.634 -5.258 5.294
O 18.868 -12.098 7.278
H 19.059 -12.908 6.794
H 18.801 -11.418 6.599
O 17.227 -11.079 4.333
H 16.686 -10.637 3.668
H 18.133 -10.821 4.133
O 20.033 -10.907 4.091
H 20.964 -10.948 3.848
H 19.566 -11.272 3.324

Arrangement Q

21
Properties=species:S:1:pos:R:3 method="wB97M-V/def2-TZVPD" orbital_gap_ha=0.3995 smiles=O.O.O.O.O.O.O total_charge=0 lumo_ev=0.10 e_homo_ev=-10.774 multiplicity=1
O -1.865 1.779 0.842
H -1.285 2.476 0.518
H -2.238 2.140 1.653
O -3.438 -0.555 0.496
H -2.750 -0.078 0.974
H -3.572 -0.023 -0.293
O 2.153 -0.505 -1.944
H 2.372 -0.474 -2.881
H 2.527 -1.338 -1.636
O -0.919 -0.790 -2.579
H -1.589 -1.397 -2.248
H -0.148 -1.339 -2.747
O 0.406 -0.128 0.354
H -0.196 0.575 0.088
H 0.887 -0.348 -0.454
O 0.139 -1.071 3.069
H 0.558 -1.000 2.200
H -0.701 -1.501 2.887
O 3.446 1.381 0.306
H 2.961 1.753 1.048
H 3.252 0.442 0.346

Energetically preferred structure: arrangement Q | next structure: +0.136 eV

Arrangement P

21
Properties=species:S:1:pos:R:3 method="wB97M-V/def2-TZVPD" orbital_gap_ha=0.4055 smiles=O.O.O.O.O.O.O total_charge=0 lumo_ev=0.22 e_homo_ev=-10.811 multiplicity=1
O -0.431 0.026 0.205
H -0.825 0.440 -0.577
H -0.523 -0.903 0.140
O -1.425 1.623 -2.059
H -1.607 1.293 -2.927
H -0.571 2.060 -2.045
O -0.280 -0.192 3.055
H -0.433 -0.101 2.115
H -0.940 0.302 3.544
O 1.244 -0.439 -2.241
H 1.474 -1.028 -1.530
H 0.808 0.176 -1.688
O 2.190 -1.812 0.270
H 2.712 -0.965 0.324
H 2.820 -2.508 0.243
O -1.204 4.024 0.253
H -0.853 3.708 1.155
H -1.529 3.266 -0.247
O -0.511 -2.809 0.513
H -0.518 -3.518 1.173
H 0.402 -2.644 0.321

Arrangement Q

21
Properties=species:S:1:pos:R:3 method="wB97M-V/def2-TZVPD" orbital_gap_ha=0.3930 smiles=O.O.O.O.O.O.O total_charge=0 lumo_ev=0.14 e_homo_ev=-10.556 multiplicity=1
O -1.722 -1.754 -1.452
H -1.121 -2.374 -1.047
H -1.827 -2.053 -2.377
O -3.212 -1.354 0.805
H -2.830 -1.377 -0.117
H -3.096 -0.552 1.233
O -1.268 0.842 -2.040
H -1.358 -0.089 -1.873
H -0.506 0.931 -2.630
O -0.462 0.488 0.646
H 0.097 1.293 0.613
H -0.848 0.625 -0.222
O 1.830 2.171 -0.103
H 2.795 2.050 -0.091
H 1.701 1.657 -0.917
O 2.240 0.701 3.020
H 2.299 1.515 2.447
H 3.099 0.668 3.472
O 1.559 -1.096 -0.160
H 1.665 -1.761 0.475
H 0.972 -0.529 0.317

Energetically preferred structure: arrangement P | next structure: +0.169 eV

Arrangement P

21
Properties=species:S:1:pos:R:3 method="wB97M-V/def2-TZVPD" orbital_gap_ha=0.3665 smiles=O.O.O.O.O.O.O total_charge=0 lumo_ev=-0.27 e_homo_ev=-10.243 multiplicity=1
O 1.816 2.260 -0.169
H 2.191 2.841 -0.840
H 2.548 2.076 0.430
O 1.750 -1.575 -2.264
H 1.108 -1.091 -1.698
H 1.914 -2.401 -1.802
O -2.373 -0.995 -0.949
H -2.633 -1.150 -0.032
H -1.434 -0.713 -0.935
O -2.934 -1.134 1.944
H -2.053 -1.513 1.980
H -3.314 -1.322 2.809
O 0.735 -0.888 2.659
H 0.467 -1.809 2.550
H 1.513 -0.934 3.227
O -0.524 2.986 -2.369
H 0.324 3.430 -2.458
H -0.310 2.110 -2.030
O 0.280 -0.248 -0.343
H 0.518 -0.635 0.512
H 0.411 0.706 -0.222

Arrangement Q

21
Properties=species:S:1:pos:R:3 method="wB97M-V/def2-TZVPD" orbital_gap_ha=0.3740 smiles=O.O.O.O.O.O.O total_charge=0 lumo_ev=-0.24 e_homo_ev=-10.411 multiplicity=1
O -12.988 -8.486 11.305
H -13.480 -7.963 10.672
H -12.399 -7.861 11.726
O -7.651 -5.256 11.785
H -8.280 -4.730 11.290
H -7.895 -6.162 11.595
O -10.867 -7.328 12.613
H -11.143 -8.131 13.055
H -9.994 -7.528 12.275
O -11.597 -10.855 10.681
H -11.977 -10.018 10.950
H -10.876 -10.999 11.294
O -8.580 -7.845 11.331
H -7.966 -8.530 11.594
H -8.257 -7.546 10.481
O -10.999 -9.684 14.247
H -10.392 -10.228 13.745
H -11.119 -10.155 15.071
O -10.851 -5.349 14.345
H -10.760 -5.961 13.615
H -11.511 -4.721 14.051

Arrangement R

21
Properties=species:S:1:pos:R:3 method="wB97M-V/def2-TZVPD" orbital_gap_ha=0.3814 smiles=O.O.O.O.O.O.O total_charge=0 lumo_ev=-0.07 e_homo_ev=-10.454 multiplicity=1
O 1.834 -2.587 1.458
H 1.447 -3.277 1.847
H 1.198 -2.076 1.036
O 0.400 2.664 -2.212
H -0.292 2.913 -1.597
H 0.445 1.697 -2.183
O 1.996 1.660 1.215
H 1.229 0.927 1.093
H 2.362 1.783 0.303
O -1.384 2.103 0.058
H -1.207 3.092 -0.074
H -1.593 1.888 0.946
O 0.392 -0.098 -2.267
H -0.520 -0.525 -2.558
H 1.137 -0.425 -2.772
O -2.271 -2.608 1.403
H -1.499 -2.882 1.846
H -2.705 -1.936 2.067
O -0.058 -0.645 0.327
H 0.058 -0.726 -0.562
H -0.973 -0.944 0.618

Energetically preferred structure: arrangement Q | next structure: +0.104 eV

Arrangement P

21
Properties=species:S:1:pos:R:3 method="wB97M-V/def2-TZVPD" orbital_gap_ha=0.3999 smiles=O.O.O.O.O.O.O total_charge=0 lumo_ev=0.12 e_homo_ev=-10.767 multiplicity=1
O 1.577 0.534 -1.130
H 0.610 0.207 -1.449
H 1.614 1.580 -0.864
O -0.995 -1.350 1.952
H -0.020 -1.103 2.022
H -1.266 -0.955 2.979
O -0.386 -1.998 -0.710
H 0.480 -1.786 -0.085
H -1.227 -1.757 -0.116
O -0.927 0.122 -2.052
H -0.780 0.116 -3.147
H -0.669 -0.849 -1.768
O -1.569 1.097 0.294
H -1.500 0.306 0.814
H -1.653 0.811 -0.674
O 1.586 -1.156 0.837
H 1.852 -0.408 0.251
H 2.300 -1.455 1.333
O 0.553 2.909 0.231
H 0.707 2.682 1.197
H -0.286 2.452 0.084

Arrangement Q

21
Properties=species:S:1:pos:R:3 method="wB97M-V/def2-TZVPD" orbital_gap_ha=0.4273 smiles=O.O.O.O.O.O.O total_charge=0 lumo_ev=0.55 e_homo_ev=-11.073 multiplicity=1
O -1.465 -0.868 0.129
H -0.829 -1.399 0.590
H -1.217 -0.751 -0.850
O 0.102 -0.841 -2.504
H 0.277 0.096 -2.483
H 0.254 -1.176 -3.391
O 1.508 0.481 0.232
H 0.618 0.318 0.071
H 1.666 1.039 -0.516
O 1.412 -2.215 1.157
H 1.939 -1.574 0.661
H 1.915 -2.973 1.326
O -1.144 2.005 0.431
H -0.556 2.451 1.035
H -1.322 1.128 0.718
O -0.561 -0.338 2.913
H -1.167 -0.630 3.592
H 0.026 -1.104 2.754
O -0.153 1.921 -2.088
H -0.418 2.096 -1.166
H -0.885 2.334 -2.610

Arrangement R

21
Properties=species:S:1:pos:R:3 method="wB97M-V/def2-TZVPD" orbital_gap_ha=0.4222 smiles=O.O.O.O.O.O.O total_charge=0 lumo_ev=0.50 e_homo_ev=-10.989 multiplicity=1
O -0.186 2.175 -0.325
H -0.013 1.886 0.583
H 0.737 2.133 -0.712
O 2.091 1.432 -1.245
H 2.701 1.304 -1.977
H 2.149 0.628 -0.653
O 1.891 -0.711 0.208
H 1.143 -1.226 -0.167
H 1.762 -0.519 1.155
O 0.356 0.069 2.274
H 0.279 0.312 3.217
H -0.545 -0.257 2.071
O -0.307 -1.961 -0.963
H 0.114 -2.266 -1.778
H -0.802 -1.132 -1.154
O -2.024 -1.024 1.360
H -2.510 -1.032 0.522
H -1.377 -1.716 1.213
O -1.818 0.296 -1.162
H -1.229 0.942 -0.666
H -2.412 0.668 -1.800

Arrangement S

21
Properties=species:S:1:pos:R:3 method="wB97M-V/def2-TZVPD" orbital_gap_ha=0.3564 smiles=O.O.O.O.O.O.O total_charge=0 lumo_ev=0.04 e_homo_ev=-9.657 multiplicity=1
O -0.760 -0.324 0.668
H 0.126 -0.797 0.688
H -0.367 0.533 0.447
O 4.103 -3.093 -0.381
H 4.301 -3.326 0.605
H 3.589 -2.281 -0.229
O 3.671 1.038 -1.288
H 3.856 1.458 -2.142
H 4.085 0.153 -1.386
O -3.084 2.179 -1.533
H -2.703 2.938 -1.066
H -2.861 1.493 -0.834
O 1.698 3.150 1.485
H 2.072 4.105 1.384
H 1.292 3.089 2.332
O -1.527 -2.061 0.512
H -1.513 -2.057 1.465
H -0.886 -2.678 0.403
O -5.162 -1.350 -0.034
H -5.427 -0.516 -0.451
H -4.504 -1.652 -0.645

Energetically preferred structure: arrangement R | next structure: +0.475 eV